Record 1
# C41H66BIKN8O3P

C41H66BIKN8O3P as an isolated structure at a distorted geometry (ωB97M-V/def2-TZVPD, OMol25).

For the HOMO energy, the calculation gives -0.0765 hartree. As for the net charge: -2. The largest force on an atom comes out at 0.066 hartree/bohr. The value obtained for the energy relative to the best compared isomer or geometry (same formula, charge and spin) is 291.3 kJ/mol. The value obtained for the frontier orbital gap is 5.45 eV.

Last column: Mulliken charge in e.
Geometry (Å):
1 K -0.44645 -0.33264 0.34653  0.525
2 C -0.20356 -5.27952 -1.07341  -0.576
3 C -1.32169 -4.75185 -1.74462  -0.357
4 C -2.12846 -3.83866 -1.11485  -0.346
5 C -1.90700 -3.44311 0.21732  0.160
6 C -0.87332 -4.04972 0.90995  -0.704
7 C -0.01998 -4.94686 0.22661  -0.269
8 N -2.59105 -2.41491 0.79155  2.321
9 N -2.47301 -2.42491 2.21369  -1.289
10 C -2.71025 -1.18654 2.68912  0.434
11 C -2.66142 -1.00336 4.10950  -0.604
12 C -3.00492 0.19357 4.63272  -0.523
13 C -3.29339 1.27974 3.75841  -0.577
14 C -3.20872 1.05701 2.45293  -0.484
15 N -2.93933 -0.11538 1.89614  -0.097
16 H 0.51898 -5.89779 -1.55538  0.406
17 H -1.50069 -4.84155 -2.83872  0.296
18 H -2.84585 -3.29072 -1.72746  0.059
19 H -0.72271 -3.82731 1.94573  0.725
20 H 0.82851 -5.33886 0.79653  0.252
21 H -2.42725 -1.86251 4.71640  0.482
22 H -3.05751 0.36271 5.70009  0.308
23 H -3.58276 2.25708 4.11324  0.382
24 H -3.39937 1.88350 1.75547  0.408
25 O 1.77780 2.59260 0.26473  -0.730
26 H 1.06334 3.07141 0.65893  0.254
27 H 1.86242 1.77747 0.81289  0.039
28 O -1.29546 -0.72206 -2.01232  -0.893
29 O -1.72748 0.63843 -2.01118  0.323
30 N -0.02291 1.46134 3.85825  -0.783
31 H -0.88488 1.01495 3.56936  0.303
32 H 0.36183 0.96951 4.68833  0.274
33 H 0.66910 1.27873 3.17268  0.085
34 I -2.78759 6.18825 -1.93875  0.029
35 C -2.38822 5.12294 -0.19877  -0.241
36 C -2.90930 5.56212 1.00722  -0.145
37 C -2.41663 5.00884 2.20821  -0.810
38 C -1.41155 4.07191 2.13597  -0.230
39 N -0.97559 3.61114 0.95138  0.007
40 C -1.40802 4.12786 -0.22532  -0.181
41 H -3.68131 6.32555 1.00133  0.364
42 H -2.75896 5.49078 3.12471  0.428
43 H -0.83397 3.72580 3.01820  0.336
44 H -0.90862 3.83858 -1.09546  0.432
45 B -6.58667 -1.81274 0.45922  0.256
46 C -5.03357 -2.18714 0.41305  -0.164
47 N -3.91070 -2.38497 0.42567  -0.773
48 H -6.83993 -1.10783 -0.44365  -0.160
49 H -7.23389 -2.84776 0.40361  -0.156
50 H -6.88056 -1.20459 1.46945  -0.132
51 C 5.02146 -1.87430 0.26962  -2.315
52 C 3.55835 -1.49040 0.32717  3.322
53 C 2.61438 -2.73533 0.05599  -1.757
54 C 3.32593 -0.54933 -0.85522  -1.980
55 P 3.10955 -0.58764 1.96486  -1.371
56 N 1.81281 0.26045 1.85863  1.568
57 C 4.63548 0.39357 2.58799  2.238
58 C 5.08844 1.31394 1.49119  -1.812
59 C 4.18584 1.31307 3.72440  -1.685
60 C 5.77662 -0.48821 3.19422  -1.725
61 C 2.78293 -1.99130 3.21015  2.992
62 C 2.82664 -1.40228 4.60249  -2.110
63 C 3.75285 -3.15839 3.14009  -1.577
64 C 1.32606 -2.43478 2.91875  -1.851
65 H 5.17575 -2.58668 -0.55879  0.546
66 H 5.50834 -2.44412 1.09500  0.310
67 H 5.65255 -1.06493 -0.07951  0.404
68 H 2.86981 -3.03775 -0.98731  0.573
69 H 1.55911 -2.53425 -0.04610  -0.115
70 H 2.72650 -3.60722 0.66941  0.213
71 H 3.68918 -1.07064 -1.77104  0.582
72 H 3.80603 0.45959 -0.68385  0.212
73 H 2.26707 -0.29132 -0.97577  -0.033
74 H 4.24946 1.91442 1.05972  0.182
75 H 5.51567 0.82490 0.63492  0.299
76 H 5.75339 2.08671 1.87012  0.530
77 H 3.17058 1.69286 3.54683  0.156
78 H 4.87864 2.14448 3.93105  0.512
79 H 4.19435 0.83319 4.70570  0.342
80 H 6.20238 -1.05171 2.37334  0.249
81 H 5.38532 -1.04151 4.05805  0.235
82 H 6.57143 0.10640 3.72569  0.400
83 H 3.82335 -1.23472 5.04575  0.426
84 H 2.37789 -2.07882 5.35569  0.490
85 H 2.21055 -0.51208 4.56138  0.156
86 H 4.60792 -3.15613 3.83230  0.232
87 H 4.13241 -3.24456 2.11120  0.261
88 H 3.20527 -4.11202 3.31626  0.381
89 H 0.60933 -1.70300 3.28736  -0.065
90 H 1.16215 -3.37863 3.44906  0.786
91 H 1.11983 -2.68480 1.90411  -0.257
92 C 2.49424 1.90533 -4.18761  -1.484
93 C 1.05800 2.06951 -4.51900  0.761
94 C 0.81463 2.68634 -5.71595  -0.989
95 C -0.50842 2.82565 -6.14667  0.561
96 C -0.77125 3.45782 -7.50189  -1.375
97 C -1.54403 2.33017 -5.31800  -0.777
98 C -1.31410 1.60942 -4.11830  -0.120
99 C 0.04815 1.47395 -3.76968  0.020
100 N -2.29009 1.09693 -3.20991  0.183
101 C -3.51514 0.33681 -3.54147  1.660
102 C -4.36553 0.11865 -2.26534  -1.633
103 C -3.20750 -1.09449 -4.16612  -1.693
104 C -4.42744 1.10476 -4.44716  -1.943
105 H 3.11842 2.31056 -4.93633  0.390
106 H 2.70607 0.81763 -4.11026  0.263
107 H 2.82842 2.27002 -3.22416  0.263
108 H 1.57846 2.91676 -6.41708  0.221
109 H -1.26916 2.80143 -8.21524  0.288
110 H 0.20015 3.77313 -7.91980  0.339
111 H -1.39628 4.30649 -7.41202  0.344
112 H -2.55872 2.38794 -5.64227  0.266
113 H 0.26143 0.75839 -2.96011  0.515
114 H -3.82847 -0.49442 -1.52236  -0.083
115 H -5.26591 -0.37919 -2.60094  0.694
116 H -4.62770 1.07484 -1.87426  0.397
117 H -2.34858 -1.43493 -3.59569  0.240
118 H -2.91449 -0.94521 -5.21494  0.353
119 H -4.10885 -1.70637 -4.11475  0.430
120 H -4.59547 2.13170 -4.16248  0.453
121 H -5.39245 0.68112 -4.54829  0.489
122 H -3.96748 1.21404 -5.47807  0.360

Atomic forces in eV per Å
K 0.0 0.3 0.3
C -0.8 0.0 -0.9
C 0.4 0.4 -0.8
C -0.4 0.8 -0.2
C 1.3 -1.8 -1.4
C 0.5 -0.8 -0.7
C 0.0 0.6 1.9
N -1.4 0.7 1.2
N -0.3 0.9 0.1
C 0.5 0.3 0.0
C -0.3 -0.6 -0.2
C -0.3 1.0 -0.2
C -0.3 0.1 2.5
C -0.3 0.4 -2.1
N 0.2 -0.9 -0.6
H 0.3 -0.4 -0.4
H 0.3 -0.4 0.9
H 0.0 -0.2 0.3
H 0.0 0.1 0.2
H -0.2 0.0 -0.3
H 0.1 -0.1 0.2
H 0.1 -0.1 0.1
H 0.1 0.1 0.2
H 0.1 -0.3 0.1
O 1.0 -0.1 -0.8
H -0.9 0.3 0.4
H 0.0 -0.5 0.4
O 0.3 -0.6 -0.6
O -0.4 1.2 0.2
N -0.2 0.4 2.0
H 0.1 -0.1 0.2
H -0.8 0.3 -0.7
H 1.0 -0.4 -1.4
I -0.2 0.0 -0.3
C 0.5 -0.1 0.0
C 0.1 -0.7 0.4
C -0.7 1.4 -0.7
C 0.8 -0.3 -0.3
N 0.2 0.4 -0.7
C -0.8 0.6 3.2
H 0.2 0.0 0.2
H 0.1 -0.5 0.0
H -0.7 -0.1 -0.6
H 0.5 -0.7 -1.3
B -0.2 -0.7 0.4
C -1.8 0.9 0.4
N 1.5 -0.3 -0.1
H 0.0 0.4 -0.8
H 0.2 0.0 0.0
H 0.5 -0.2 0.1
C 1.1 -1.8 -0.9
C -0.6 -0.4 0.8
C 1.2 0.7 -1.6
C 0.0 1.1 0.1
P -2.3 0.7 -0.1
N 1.2 -0.2 -0.4
C 0.5 -0.4 1.4
C -0.7 1.2 -1.0
C -0.6 0.3 0.9
C 0.0 1.2 0.3
C 0.6 0.1 -0.1
C -0.5 -0.4 1.1
C -0.1 -1.4 -0.9
C 0.5 -0.3 1.1
H -0.3 -0.1 -0.2
H -0.6 0.9 -0.2
H 0.1 0.4 0.5
H 0.1 -0.1 0.5
H -0.3 0.5 0.3
H 0.2 -0.3 0.5
H -0.1 0.6 0.4
H -0.2 -1.2 -0.5
H 0.1 -0.3 0.0
H 0.2 -0.6 0.5
H 0.5 -0.3 -0.2
H 0.5 -0.1 0.1
H 0.3 0.1 0.0
H 0.0 0.0 -0.7
H -0.3 -0.4 -0.2
H 0.4 -0.5 0.5
H 0.1 -0.5 -0.8
H -0.4 0.0 -1.0
H -0.4 0.3 -0.6
H -0.2 0.0 -0.4
H 0.1 0.5 0.4
H -0.3 0.4 -0.2
H 0.1 -0.2 0.6
H 0.3 0.4 0.1
H 0.0 0.1 -0.2
H -0.1 0.0 0.3
H 0.0 0.3 -0.6
C 0.2 -2.0 1.3
C 0.3 -0.5 0.5
C -2.3 0.2 -0.6
C -0.4 -0.6 0.6
C 0.9 -0.7 0.2
C 0.1 -0.3 -0.1
C 0.8 -0.1 0.0
C -0.3 -0.5 0.4
N 0.3 -0.1 -0.4
C -0.3 -1.3 0.3
C 1.4 -0.7 -0.3
C 0.2 1.9 -0.1
C 1.5 1.3 -2.5
H 0.7 0.5 -0.9
H 0.1 0.4 -0.2
H -0.3 0.4 0.3
H 0.8 0.5 -0.2
H 0.1 -0.3 0.0
H -0.5 -0.1 0.0
H -0.6 1.1 0.1
H -0.4 0.4 -0.4
H 0.1 0.7 -0.2
H -0.3 0.4 -0.3
H -0.3 -0.2 0.2
H -0.2 0.7 0.6
H -0.1 -0.6 0.1
H -0.1 -0.2 0.1
H 0.1 -0.2 0.1
H 0.1 0.5 0.6
H -0.9 -0.9 -0.1
H -0.7 -0.5 0.9



Record 2
# C5H10

C5H10 as an isolated structure (ωB97M-V/def2-TZVPD, OMol25).

For the HOMO energy, the calculation gives -0.2874 hartree. The largest force on an atom comes out at 0.005 hartree/bohr. The value obtained for the energy relative to the best compared isomer or geometry (same formula, charge and spin) is 478.2 kJ/mol. The value obtained for the frontier orbital gap is 8.85 eV.

Last column: Mulliken charge in e.
Geometry (Å):
1 C -0.98900 -0.03253 1.83506  -0.991
2 C 0.48596 0.55330 0.30916  -0.278
3 C -0.29135 0.82816 -0.95701  -0.549
4 C 0.83630 -0.02392 -1.60168  -0.515
5 C 0.95392 -0.77111 -0.24400  -0.538
6 H -0.56143 -0.88193 2.37100  0.271
7 H -1.48108 0.66779 2.51704  0.334
8 H -1.67697 -0.35758 1.05757  0.274
9 H -0.02125 0.66867 1.49312  0.458
10 H -1.23644 0.27802 -1.07034  0.203
11 H -0.43349 1.86931 -1.26212  0.265
12 H 1.72570 0.56709 -1.82777  0.269
13 H 0.55671 -0.62625 -2.46864  0.310
14 H 1.92350 -1.15894 0.08394  0.260
15 H 0.20891 -1.58007 -0.23536  0.227

Atomic forces in eV per Å
C -0.2 -0.2 0.0
C -0.1 -0.1 -0.1
C -0.1 0.2 0.0
C 0.1 0.0 -0.3
C 0.1 -0.1 0.1
H 0.0 0.2 -0.1
H 0.1 -0.1 -0.1
H 0.2 0.1 0.1
H 0.0 0.0 0.1
H 0.1 0.1 0.1
H 0.0 -0.2 0.1
H -0.1 -0.1 0.0
H 0.1 0.1 0.1
H -0.2 0.1 0.0
H 0.1 0.1 0.0



What is the formula in the first record?
C41H66BIKN8O3P



What is the largest force on an atom in the first record?
0.066 hartree/bohr



Which value of HOMO does entry 1 give?
-0.0765 hartree



HOMO of number 2 (C5H10)?
-0.2874 hartree